# 1
This record from OMol25 describes a 2-piece molecular cluster, C3H10O2S2 overall in a non-equilibrium geometry. The level of theory is the ωB97M-V functional and the def2-TZVPD basis.

Values from the calculation:
* ΔE to the lowest compared entry with this formula, charge and spin: 53.6 kJ/mol
* HOMO-LUMO gap: 0.337 hartree
* HOMO: -8.81 eV

The geometry in ORCA input format:
```
! RIJCOSX wB97M-V def2-TZVPD def2/J DEFGRID3
* xyz 0 1
O -1.03569 -0.28853 -0.77018
C -1.49905 0.49783 0.30154
C -0.87650 0.09351 1.63574
C 0.63176 0.47161 1.85190
S 1.80149 -0.79780 1.23071
S 2.17316 -0.25077 -0.72993
H -0.69814 -1.15520 -0.62613
H -2.58129 0.51945 0.30676
H -1.20086 1.56024 0.21580
H -0.87823 -0.97456 1.84600
H -1.42988 0.66439 2.38351
H 0.77594 0.58419 2.92079
H 0.86454 1.40965 1.33795
H 1.76672 -1.41855 -1.26997
O 0.65799 -0.61532 -3.83398
H 0.06536 -0.12170 -3.24493
H 1.46269 -0.17847 -3.55560
*
```

***

# 2
This record from OMol25 describes C39H28N5O8S2V as an isolated structure in a non-equilibrium geometry. The level of theory is the ωB97M-V functional and the def2-TZVPD basis.

Values from the calculation:
* ΔE to the lowest compared entry with this formula, charge and spin: 234.5 kJ/mol
* HOMO-LUMO gap (spin up / spin down): 0.239 / 0.271 hartree
* HOMO (spin up / spin down): -11.14 / -11.07 eV

The geometry in ORCA input format:
```
! RIJCOSX wB97M-V def2-TZVPD def2/J DEFGRID3
* xyz 1 2
V 1.05752 0.58591 -0.64798
O -2.49854 -2.05228 -3.20071
C -2.36611 -1.38569 -2.00262
O -1.45698 -2.00908 -1.09325
C -2.00902 0.06620 -2.33997
C -2.99531 0.66458 -3.12324
C -2.94876 2.00715 -3.41159
C -1.89263 2.73891 -2.91977
C -0.89854 2.07828 -2.23047
N -0.90394 0.75970 -1.92241
C 0.32480 2.84722 -1.81175
O 1.33332 2.06606 -1.57923
O 0.33169 4.05073 -1.76209
H -2.82762 -2.94570 -3.02811
H -3.79344 0.03929 -3.49595
H -3.71764 2.47369 -4.01065
H -1.80354 3.80517 -3.06700
C 3.84788 2.07855 2.22082
C 3.24088 1.94802 0.96571
N 2.62295 0.84356 0.59854
C 2.54414 -0.18409 1.48203
C 3.10637 -0.13868 2.76983
C 3.77478 1.05083 3.12831
C 2.92775 -1.25537 3.61175
C 2.20775 -2.33202 3.17178
C 1.65698 -2.38408 1.87947
C 1.82118 -1.32295 1.01965
N 1.43962 -1.16320 -0.30665
C 1.62725 -2.13611 -1.26988
C 1.63757 -3.51125 -1.20474
C 1.87149 -4.26584 -2.36838
C 2.12602 -3.68347 -3.57915
C 2.14672 -2.27598 -3.68534
C 2.46557 -1.56065 -4.85752
C 2.49133 -0.19118 -4.80534
C 2.17608 0.46934 -3.60985
N 1.87181 -0.16980 -2.49837
C 1.87187 -1.52436 -2.52657
H 4.35044 3.00172 2.46905
H 3.24780 2.76725 0.25607
H 4.18102 1.14958 4.12408
H 3.34941 -1.23682 4.60615
H 2.05753 -3.17975 3.82524
H 1.07932 -3.24788 1.58922
H 1.44415 -4.04059 -0.28522
H 1.84825 -5.34354 -2.28760
H 2.31394 -4.28291 -4.45875
H 2.71485 -2.09827 -5.76281
H 2.75375 0.39846 -5.67116
H 2.20586 1.55020 -3.57240
C -3.01084 -1.48866 2.58393
S -1.96747 -0.89156 1.22792
O -2.61993 0.34224 0.73773
C -2.48385 -2.13718 -0.06249
C -2.66882 -3.49014 0.50288
C -3.74802 -4.21057 0.20017
C -4.71360 -3.74756 -0.78692
C -4.61330 -2.54999 -1.36437
C -3.54352 -1.58022 -0.97995
H -4.02883 -1.63257 2.23191
H -2.96895 -0.73466 3.36550
H -2.58868 -2.41520 2.96538
H -1.91301 -3.85146 1.18558
H -3.91188 -5.17635 0.65823
H -5.52086 -4.41942 -1.04378
H -5.31501 -2.22642 -2.12253
H -3.96329 -0.62899 -0.63928
O 1.46411 1.64617 4.99414
S 0.23341 1.92424 4.30708
O -0.98433 1.60577 4.98826
N 0.25650 1.16126 2.82883
C 0.26839 2.03753 1.86180
O 0.26982 1.73224 0.61215
C 0.30199 3.46198 2.28104
C 0.42888 4.57968 1.47241
C 0.49371 5.82332 2.08945
C 0.43533 5.93830 3.47312
C 0.33407 4.81075 4.28329
C 0.26851 3.58602 3.65969
H 0.47505 4.49204 0.39490
H 0.59684 6.71216 1.48212
H 0.47103 6.91730 3.92980
H 0.30896 4.89107 5.36085
*
```

***

# 3
This record from OMol25 describes one molecule with the formula CHN3S in a non-equilibrium geometry. The level of theory is the ωB97M-V functional and the def2-TZVPD basis.

Values from the calculation:
* ΔE to the lowest compared entry with this formula, charge and spin: 414.4 kJ/mol
* HOMO-LUMO gap: 0.281 hartree
* HOMO: -8.53 eV

The geometry in ORCA input format:
```
! RIJCOSX wB97M-V def2-TZVPD def2/J DEFGRID3
* xyz 0 1
H 0.72639 -0.17998 0.30121
N -0.03100 0.63428 -0.00062
N -1.20342 0.04652 0.00974
N -2.42878 0.39128 -0.09646
C -3.59484 0.04764 0.08175
S -5.12094 -0.07976 -0.00590
*
```

***

# 4
This record from OMol25 describes an isolated ion of composition C4H11N2S and charge -1 in a non-equilibrium geometry. The level of theory is the ωB97M-V functional and the def2-TZVPD basis.

Values from the calculation:
* ΔE to the lowest compared entry with this formula, charge and spin: 328.6 kJ/mol
* HOMO-LUMO gap: 0.217 hartree
* HOMO: -2.34 eV

The geometry in ORCA input format:
```
! RIJCOSX wB97M-V def2-TZVPD def2/J DEFGRID3
* xyz -1 1
C -1.28483 0.85913 1.71102
C -0.18887 0.88628 0.40133
C 1.12723 0.61362 1.02540
S 1.73183 2.00806 1.99273
N -0.53755 -0.09430 -0.63977
C 0.53596 -1.03535 -1.26733
N -0.02522 -2.26750 -1.67960
H -2.20146 0.87299 1.09972
H -1.37325 1.88392 2.30798
H -0.93822 0.05449 2.26146
H -0.31827 1.81472 0.01167
H 1.19586 -0.48471 1.27997
H 1.69972 0.39448 0.11330
H -0.94329 0.40746 -1.39701
H 0.93869 -0.56165 -2.32065
H 1.54348 -1.16597 -0.73479
H 0.05782 -2.25318 -2.67776
H -1.01964 -1.93250 -1.48767
*
```

***

# 5
This record from OMol25 describes a 3-piece molecular cluster, C4H15N2O2 overall in a non-equilibrium geometry. The level of theory is the ωB97M-V functional and the def2-TZVPD basis.

Values from the calculation:
* ΔE to the lowest compared entry with this formula, charge and spin: 220.3 kJ/mol
* HOMO-LUMO gap: 0.411 hartree
* HOMO: -14.91 eV

The geometry in ORCA input format:
```
! RIJCOSX wB97M-V def2-TZVPD def2/J DEFGRID3
* xyz 1 1
C 1.75680 0.37545 -0.99440
C 1.78867 -0.15173 0.45765
C 0.61392 0.02506 1.28420
N -2.06743 1.39579 1.05642
C -0.92084 2.06828 1.39025
N 0.24292 1.43434 1.67084
H 2.54183 -0.10095 -1.56294
H 0.91400 0.22337 -1.69898
H 1.95846 1.35414 -1.24011
H 2.72743 0.29438 0.93932
H 1.85954 -1.30053 0.26724
H 0.81779 -0.44639 2.24617
H -0.19083 -0.38105 0.71546
H -2.76657 1.83656 0.57632
H -2.13774 0.43818 0.67207
H -1.02639 3.07310 1.71696
H 0.98369 2.03213 1.78603
H -0.43282 -2.24796 -2.05317
H 0.22122 -2.34722 -3.35487
O -0.49512 -1.85212 -2.94039
H -2.83805 -2.13738 0.10972
H -1.58361 -1.99721 -0.97516
O -1.96688 -1.58825 -0.06864
*
```

***

# 6
This record from OMol25 describes C27H22N5PdSSe as an isolated structure in a non-equilibrium geometry. The level of theory is the ωB97M-V functional and the def2-TZVPD basis.

Values from the calculation:
* ΔE to the lowest compared entry with this formula, charge and spin: 0.0 kJ/mol
* HOMO-LUMO gap (spin up / spin down): 0.218 / 0.218 hartree
* HOMO (spin up / spin down): -10.07 / -10.07 eV

The geometry in ORCA input format:
```
! RIJCOSX wB97M-V def2-TZVPD def2/J DEFGRID3
* xyz 1 1
Pd -0.43390 -0.62360 0.58380
N 3.81530 -0.12910 1.82610
C 4.84460 -0.17150 0.88000
C 6.13060 0.17300 1.26070
C 7.15890 0.15380 0.33100
C 6.89870 -0.18300 -0.98330
C 5.61040 -0.52570 -1.37370
C 4.59160 -0.53700 -0.44120
S 2.94710 -1.05110 -0.92110
N 2.00500 -0.71560 0.43430
C 2.49520 -0.32060 1.55450
C 1.57830 -0.06070 2.68990
C 1.87090 -0.55840 3.95500
C 0.98400 -0.30170 4.98790
C -0.14830 0.45330 4.71810
C -0.36940 0.89280 3.42070
N 0.46660 0.63670 2.41920
H 4.06990 0.19870 2.74600
H 6.31960 0.44850 2.28790
H 8.15750 0.40660 0.64580
H 7.69660 -0.18750 -1.70630
H 5.39710 -0.79520 -2.39560
H 2.74430 -1.17150 4.11150
H 1.17070 -0.70220 5.97230
H -0.85590 0.68570 5.49670
H -1.24640 1.47540 3.16160
N -2.40390 -0.36400 -0.77930
C -2.67360 0.99360 -0.48980
C -3.93910 1.47650 -0.26590
C -4.15390 2.83970 -0.01060
C -3.11280 3.72660 -0.02220
C -1.79460 3.27270 -0.23820
C -0.67230 4.12640 -0.27940
C 0.57190 3.58350 -0.46120
C 0.70630 2.18820 -0.54920
N -0.31350 1.36480 -0.53590
C -1.56310 1.88410 -0.42370
H -1.88920 -0.46480 -1.65870
H -3.24400 -0.93680 -0.77280
H -4.78070 0.80170 -0.30400
H -5.16170 3.18390 0.16590
H -3.28020 4.77910 0.14280
H -0.81090 5.19380 -0.17680
H 1.44770 4.20860 -0.52980
H 1.69160 1.74850 -0.64530
Se -0.97680 -2.39860 2.08300
C -0.37910 -3.82800 0.98030
C -0.14070 -5.10020 1.50210
C 0.29320 -6.11170 0.66760
C 0.46420 -5.87120 -0.68690
C 0.23570 -4.60350 -1.20590
C -0.17150 -3.57660 -0.37810
H -0.28030 -5.28560 2.55660
H 0.49190 -7.09230 1.06970
H 0.77950 -6.66950 -1.34040
H 0.37510 -4.41900 -2.25980
H -0.33340 -2.55860 -0.77900
*
```

***

# 7
This record from OMol25 describes a 2-piece molecular cluster, C2H2N5O2 overall in a non-equilibrium geometry. The level of theory is the ωB97M-V functional and the def2-TZVPD basis.

Values from the calculation:
* ΔE to the lowest compared entry with this formula, charge and spin: 256.0 kJ/mol
* HOMO-LUMO gap: 0.336 hartree
* HOMO: -5.46 eV

The geometry in ORCA input format:
```
! RIJCOSX wB97M-V def2-TZVPD def2/J DEFGRID3
* xyz -1 1
C 0.43347 -1.18948 0.57072
C -1.59983 -0.83412 0.04557
N -0.26501 -2.25810 0.90349
N -1.52930 -1.99825 0.64452
N -0.09236 1.62610 -0.51162
N -0.31307 -0.24473 0.02398
N 1.10273 1.88602 -0.60664
O 2.01491 1.19287 -0.21684
O 1.20260 3.03603 -1.12812
H 1.46422 -0.96955 0.65247
H -2.41837 -0.24678 -0.37752
*
```